# 1
Molecular formula: C17H31BNO5P
Method: DFT, the ωB97M-V functional and the def2-TZVPD basis

As for the structure (SMILES): O=C1C=C(O)C(=O)C=C1O.CCCCCCCCCCCBP(N)O. The HOMO energy comes out at -8.04 eV. The LUMO energy comes out at -1.375 eV.

Last column: Mulliken charge in e.
Element x y z (Å)
C  8.3912  1.0743  -2.4864  -1.26
C  7.4186  -0.1014  -2.3911  -0.34
C  6.1405  0.2570  -1.6343  -0.62
C  5.3776  -0.9511  -1.0938  -0.79
C  4.1577  -0.5675  -0.2432  -0.80
C  2.8214  -0.7785  -0.9602  -0.60
C  1.6423  -0.0066  -0.3393  -0.75
C  0.3431  -0.8144  -0.1540  -0.75
C  -0.8698  -0.2074  -0.8546  -0.50
C  -2.1597  -0.9397  -0.5047  -0.47
C  -3.4298  -0.4558  -1.2408  -0.50
B  -3.4473  0.9413  -1.9150  0.47
P  -4.8003  2.3056  -1.6441  0.00
N  -5.9370  1.5208  -0.5726  -0.57
O  -5.7242  2.1223  -3.0314  -0.55
H  7.8555  2.0157  -2.6361  0.32
H  8.9791  1.1786  -1.5717  0.32
H  9.0941  0.9639  -3.3142  0.37
H  7.1685  -0.4506  -3.3971  0.32
H  7.9059  -0.9429  -1.8878  0.30
H  6.3820  0.9248  -0.7988  0.33
H  5.4825  0.8241  -2.3041  0.25
H  5.0465  -1.5603  -1.9435  0.31
H  6.0704  -1.5757  -0.5223  0.46
H  4.1656  -1.1393  0.6891  0.31
H  4.2328  0.4866  0.0478  0.50
H  2.5896  -1.8486  -0.9673  0.32
H  2.9475  -0.4915  -2.0096  0.26
H  1.4196  0.8647  -0.9628  0.38
H  1.9605  0.3975  0.6262  0.40
H  0.1043  -0.9165  0.9100  0.30
H  0.4891  -1.8322  -0.5312  0.38
H  -0.9587  0.8505  -0.5757  0.36
H  -0.7159  -0.2220  -1.9391  0.26
H  -2.3371  -0.8395  0.5722  0.17
H  -2.0116  -2.0097  -0.6807  0.33
H  -4.3016  -0.5942  -0.6059  0.18
H  -3.6097  -1.1054  -2.1175  0.28
H  -2.5735  1.2758  -2.6637  -0.11
H  -6.8866  1.6758  -0.9021  0.25
H  -5.8599  2.0411  0.3006  0.27
H  -5.4341  2.7329  -3.7184  0.31
C  -3.2413  0.9243  3.8669  -1.16
C  -3.2325  -0.0172  4.8224  0.30
C  -4.0610  -1.2872  4.7240  1.08
O  -3.9542  -2.0600  5.6617  -0.65
C  -4.8955  -1.4870  3.5697  -0.89
C  -4.9120  -0.5507  2.6031  0.60
C  -4.0735  0.7245  2.7049  0.89
O  -4.1381  1.5162  1.7783  -0.52
O  -5.6673  -0.6725  1.5305  -0.66
O  -2.5160  0.0483  5.9295  -0.59
H  -2.6518  1.8278  3.9296  0.46
H  -5.4875  -2.3892  3.5105  0.44
H  -5.5847  0.0989  0.9194  0.21
H  -2.7138  -0.7786  6.4189  0.38

---

# 2
Molecular formula: C6H13NO2
Method: DFT, the ωB97M-V functional and the def2-TZVPD basis

As for the structure (SMILES): CC(=O)CC(C)(C)ON. The HOMO energy comes out at -9.13 eV. As for the energy above the lowest of the compared OMol25 structures with the same formula, charge and spin: 309.70 kJ/mol. The LUMO energy comes out at 0.724 eV.

Last column: Mulliken charge in e.
Element x y z (Å)
C  2.2496  -0.7953  0.9105  -1.39
C  0.8307  -0.5842  1.3627  0.96
N  0.1247  2.1135  0.9504  -0.46
O  0.4200  1.1392  -0.0233  -0.37
O  0.5219  -0.5037  2.5356  -0.60
H  -0.6634  2.6635  0.6148  0.25
H  -0.1636  1.6380  1.8058  0.25
H  2.4026  -1.8304  0.6108  0.31
H  2.4624  -0.1481  0.0608  0.33
H  2.9336  -0.5330  1.7151  0.38
C  -0.0830  -0.1658  -2.0055  -1.71
C  -2.0294  0.4647  -0.5171  -1.90
C  -0.5824  0.0189  -0.5875  1.85
C  -0.2919  -1.1287  0.3495  -1.09
H  -0.1942  0.7665  -2.5546  0.37
H  -0.6661  -0.9424  -2.5008  0.41
H  0.9630  -0.4583  -2.0079  0.39
H  -2.6720  -0.3271  -0.9014  0.43
H  -2.1777  1.3581  -1.1216  0.42
H  -2.3098  0.6499  0.5207  0.45
H  0.0664  -2.0004  -0.1948  0.36
H  -1.1413  -1.3948  0.9779  0.37

---

# 3
Molecular formula: C4H37NO16
Method: DFT, the ωB97M-V functional and the def2-TZVPD basis

The HOMO energy comes out at -10.34 eV. As for the energy above the lowest of the compared OMol25 structures with the same formula, charge and spin: 676.03 kJ/mol. The LUMO energy comes out at -0.206 eV.

Last column: Mulliken charge in e.
Element x y z (Å)
O  -1.4200  -0.8850  -0.0247  -0.53
C  -0.3385  -1.0803  -0.5113  -0.05
N  -0.1410  -2.1028  -1.4793  0.00
C  1.2993  -2.5784  -1.7372  -0.47
O  1.9395  -2.8651  -0.5609  -0.43
C  0.9137  -0.3011  -0.0472  1.15
C  0.5064  1.1308  0.0923  0.18
H  -0.8632  -2.5364  -1.9537  0.24
H  1.1207  -3.4934  -2.4497  0.29
H  1.8713  -1.7610  -2.2959  0.18
H  1.4926  -3.3183  0.1732  0.32
H  0.9308  -0.7378  1.1088  0.07
H  1.9375  -0.3142  -0.4235  -0.19
H  1.1374  1.6119  0.7513  0.46
H  0.4077  1.7276  -0.9853  0.14
H  -0.5554  1.2866  0.5418  -1.30
H  -2.8514  1.2582  2.8364  0.35
H  -1.7622  1.0054  1.8221  0.29
O  -2.1171  1.6587  2.3862  -0.65
H  0.6926  -0.1176  -3.5511  0.22
H  0.6010  1.1632  -2.5987  0.27
O  0.9846  0.2648  -2.7096  -0.49
H  3.1289  -1.8928  3.5081  0.36
H  2.6737  -2.3572  2.2451  0.12
O  2.2584  -1.9447  3.0156  -0.60
H  -3.9280  -0.5908  2.4428  0.30
H  -3.2789  -0.9683  3.7816  0.36
O  -3.9461  -0.3476  3.3259  -0.68
H  -3.7765  -1.7944  -0.7752  0.31
H  -4.2270  -0.6670  -1.6937  0.32
O  -4.2959  -1.6307  -1.5777  -0.63
H  4.6660  0.8499  0.5339  0.29
H  3.9868  -0.0313  -0.5439  0.27
O  4.0749  0.8518  -0.2306  -0.60
H  1.5317  4.2016  0.7942  0.32
H  0.3517  4.4446  1.8890  0.31
O  1.0351  4.7549  1.3488  -0.64
H  -1.6902  -1.4392  1.8479  0.25
H  -0.9537  -2.2794  2.8862  0.30
O  -1.0783  -1.4094  2.5852  -0.56
H  -1.1892  3.8530  -0.5343  0.31
H  -1.7732  2.4222  -0.3720  0.37
O  -1.6626  3.1315  -0.9939  -0.69
H  0.1188  3.5495  -3.3504  0.27
H  -1.2440  3.2323  -2.6968  0.45
O  -0.8164  3.3733  -3.5192  -0.68
H  2.1879  3.0012  -3.5854  0.33
H  2.2956  1.7661  -2.5396  0.38
O  2.1002  2.7409  -2.6146  -0.66
H  3.6154  -2.5636  1.1106  0.32
H  4.6122  -2.5084  0.0047  0.31
O  4.4182  -2.1789  0.8501  -0.54
H  -4.4966  1.8801  -0.2647  0.20
H  -3.7042  2.3683  0.9114  0.28
O  -3.6428  1.8781  0.1116  -0.47
H  -0.6335  -3.8653  0.7361  0.27
H  -1.6551  -4.6285  1.3527  0.31
O  -0.8497  -4.2175  1.6267  -0.60

---

# 4
Molecular formula: C12H18BN
Method: DFT, the ωB97M-V functional and the def2-TZVPD basis

The HOMO energy (alpha / beta) comes out at -7.41 / -7.40 eV. As for the energy above the lowest of the compared OMol25 structures with the same formula, charge and spin: 342.91 kJ/mol. The LUMO energy (alpha / beta) comes out at 0.324 / 0.324 eV.

Last column: Mulliken charge in e.
Element x y z (Å)
B  -0.2549  -0.8939  0.5684  0.24
C  2.0001  3.4821  -1.9989  -0.33
C  2.6736  2.8399  -1.0337  -0.35
C  0.8469  2.9753  -2.5317  -0.33
C  2.1786  1.6000  -0.5420  -0.29
C  0.2857  1.7891  -2.0128  -0.69
C  0.9821  1.1503  -1.0219  0.12
C  -3.3502  -0.4337  0.1924  -0.76
C  -2.6931  -0.9315  1.2206  -0.14
C  -1.1656  0.8962  2.2278  -1.21
C  1.3398  -2.3262  -0.6848  -0.92
C  -0.0500  -3.4105  0.9313  -0.78
C  -1.2902  -0.5697  1.6586  0.22
N  0.2229  -2.1657  0.2109  -0.06
H  2.4333  4.4084  -2.4684  0.27
H  3.6780  3.2274  -0.6523  0.25
H  0.4967  3.4124  -3.4680  0.31
H  2.7743  1.1509  0.2552  0.32
H  -0.6623  1.4694  -2.3771  0.39
H  -4.4215  -0.8081  0.0583  0.24
H  -2.9552  0.3514  -0.4659  0.24
H  -3.1387  -1.7419  1.9746  0.24
H  -2.1100  1.3605  2.6011  0.36
H  -0.2713  0.9903  2.8599  0.34
H  -1.0319  1.5890  1.3320  0.26
H  0.8933  -3.0145  -1.4580  0.34
H  1.6934  -1.3601  -1.1989  0.22
H  2.1054  -2.7011  -0.0862  0.35
H  0.6336  -3.5903  1.7381  0.34
H  -1.0607  -3.1998  1.4467  0.22
H  0.1547  -4.3047  0.2519  0.27
H  -0.9369  -1.2407  2.4728  0.31

---

Table of strongest force on any atom (eV Å⁻¹), in record order: 0.49, 3.70, 4.86, 3.86